[1]
{
  "formula": "C22H23N2O7W",
  "method": "the ωB97M-V functional and the def2-TZVPD basis",
  "species": ["W", "C", "C", "C", "H", "C", "C", "H", "H", "H", "H", "C", "C", "C", "H", "C", "C", "H", "H", "H", "H", "O", "C", "C", "C", "C", "C", "H", "H", "H", "H", "H", "H", "H", "H", "H", "H", "O", "C", "O", "C", "C", "C", "C", "C", "C", "N", "O", "O", "N", "O", "O", "H", "H", "H"],
  "positions_angstrom": [[0.528431, 0.153504, 0.085614], [0.862781, 0.377480, 2.482344], [-0.396286, -0.287979, 2.384160], [-0.202387, -1.513649, 1.656156], [-1.332919, 0.051079, 2.811866], [1.194701, -1.598895, 1.284198], [1.853319, -0.405164, 1.784349], [2.922508, -0.226237, 1.810237], [1.075103, 1.260020, 3.068326], [-0.923781, -2.314372, 1.575037], [1.680561, -2.447180, 0.818483], [0.657569, 1.666877, -1.721365], [1.924892, 1.343915, -1.112513], [2.160650, -0.065069, -1.301875], [2.647087, 2.056712, -0.728023], [0.989680, -0.620717, -1.931035], [0.084165, 0.463355, -2.223448], [-0.821483, 0.397463, -2.822006], [0.237672, 2.663052, -1.818412], [3.087998, -0.590368, -1.092334], [0.904846, -1.636313, -2.305859], [-1.814963, -1.383048, -0.869749], [-1.951590, -2.703839, -1.474717], [-3.343004, -2.909127, -0.834563], [-0.880177, -3.649072, -0.974248], [-1.967147, -2.581942, -2.988161], [-3.139806, -1.500661, -0.277255], [-3.361169, -3.682935, -0.063303], [-4.160516, -2.992374, -1.552569], [-3.811295, -0.738182, -0.697039], [-3.086264, -1.444919, 0.819637], [-1.047010, -4.644338, -1.413905], [-0.920449, -3.730171, 0.118503], [0.120729, -3.296100, -1.268013], [-2.496630, -3.444180, -3.416890], [-0.940649, -2.576718, -3.375272], [-2.470932, -1.660769, -3.304251], [0.970726, 2.928306, 1.313526], [-0.242886, 3.208761, 1.096546], [-1.220331, 2.462797, 0.782369], [-0.510147, 4.703472, 1.277764], [-1.651953, 5.130175, 1.960561], [-1.787441, 6.487432, 2.314959], [-0.833669, 7.444243, 1.961735], [0.280851, 7.005897, 1.235403], [0.450929, 5.649984, 0.886261], [1.287452, 7.965241, 0.850429], [1.134790, 9.154293, 1.202799], [2.266268, 7.566047, 0.187580], [-2.930587, 6.826501, 3.126396], [-3.719220, 5.899230, 3.418114], [-3.085783, 8.002425, 3.504495], [-2.418315, 4.421267, 2.264062], [-0.968365, 8.489435, 2.198480], [1.341777, 5.333906, 0.341313]],
  "forces_ev_per_angstrom": [[-0.212, -0.821, 0.060], [0.246, -0.731, -0.284], [0.500, -0.540, -0.570], [1.067, 0.546, 0.770], [0.167, 0.016, -0.179], [-0.605, -0.012, 1.120], [-0.730, -0.697, 0.954], [-0.214, 0.042, -0.251], [-0.139, 0.055, -0.442], [-0.030, 0.295, -0.318], [-0.090, 0.111, -0.038], [0.588, -0.416, -0.322], [0.029, 1.010, -1.077], [0.232, 0.288, 0.076], [-0.318, -0.110, 0.053], [-0.213, -0.196, -0.410], [0.283, 0.651, 0.064], [0.108, -0.020, 0.475], [-0.033, -0.274, 0.229], [-0.231, 0.085, 0.077], [-0.017, 0.246, 0.113], [-0.984, -0.551, 0.151], [0.061, 0.126, -0.031], [0.288, 0.287, -0.052], [0.162, -0.220, -0.135], [0.113, -0.273, -0.161], [0.326, 0.415, 0.024], [-0.173, -0.029, -0.260], [0.025, -0.223, 0.167], [0.129, -0.107, 0.345], [-0.088, 0.231, -0.297], [0.066, 0.157, 0.126], [0.063, -0.048, -0.308], [-0.365, -0.094, 0.175], [0.148, 0.142, -0.016], [-0.225, 0.106, -0.032], [0.055, -0.206, 0.124], [-1.382, 0.626, -0.354], [0.437, -0.777, -0.203], [1.283, 0.980, 0.484], [-0.301, 0.572, 0.149], [0.377, 0.523, -0.011], [1.073, -0.852, -0.659], [-0.177, -0.275, -0.146], [-0.988, -1.299, 0.145], [-0.154, 0.425, 0.331], [1.678, 1.565, -0.692], [0.250, -1.963, -0.582], [-1.756, 0.718, 1.174], [-2.048, 0.329, 1.270], [1.307, 1.893, -0.415], [0.359, -1.765, -0.667], [0.286, 0.095, -0.177], [0.066, -0.087, 0.124], [-0.298, 0.049, 0.305]],
  "molar_mass_g_mol": 611.27,
  "multiplicity": 3,
  "homo_ev": [-2.56, -2.45],
  "charge": -1,
  "gap_ev": [3.92, 3.81]
}

[2]
{
  "formula": "C22H23N3OS",
  "method": "the ωB97M-V functional and the def2-TZVPD basis",
  "species": ["C", "C", "C", "C", "C", "C", "C", "N", "C", "S", "C", "C", "O", "N", "C", "C", "C", "C", "C", "C", "C", "C", "C", "N", "C", "C", "C", "H", "H", "H", "H", "H", "H", "H", "H", "H", "H", "H", "H", "H", "H", "H", "H", "H", "H", "H", "H", "H", "H", "H"],
  "positions_angstrom": [[3.463821, 5.206718, -3.413055], [2.958189, 4.089101, -2.553485], [3.748885, 2.967111, -2.323533], [3.298745, 1.930565, -1.533211], [2.035162, 1.983202, -0.942305], [1.577487, 0.864705, -0.137865], [1.766801, -0.481003, -0.335514], [1.142013, -1.200666, 0.629687], [0.587850, -0.310421, 1.416265], [-0.355743, -0.673890, 2.834950], [-0.419915, -2.477500, 2.675951], [-1.459423, -3.222833, 1.849657], [-1.673579, -4.377396, 2.176027], [-1.998716, -2.695211, 0.729773], [-2.606978, -3.605525, -0.236748], [-2.003846, -3.425168, -1.643718], [-0.919499, -2.337517, -1.655308], [-1.469091, -1.126200, -0.974940], [-1.507458, 0.149510, -1.508395], [-2.109023, 1.177141, -0.799787], [-2.688391, 0.930951, 0.434179], [-2.652888, -0.340218, 0.982489], [-2.015803, -1.356631, 0.287727], [0.812676, 0.960961, 1.007974], [0.425432, 2.142014, 1.724606], [1.236153, 3.098154, -1.185230], [1.696366, 4.133633, -1.977293], [4.426122, 5.562604, -3.047768], [3.605487, 4.861036, -4.436823], [2.764575, 6.038964, -3.423211], [4.731911, 2.912202, -2.769282], [3.927119, 1.070751, -1.355491], [2.291622, -0.975946, -1.127345], [0.549379, -2.755022, 2.251185], [-0.486232, -2.865046, 3.693181], [-3.685551, -3.417908, -0.258485], [-2.442261, -4.615177, 0.142592], [-1.575185, -4.365576, -1.990121], [-2.792256, -3.139624, -2.342373], [-0.610991, -2.115239, -2.676818], [-0.048517, -2.689445, -1.096019], [-1.067917, 0.340106, -2.476649], [-2.144170, 2.170349, -1.223818], [-3.183006, 1.727634, 0.970628], [-3.109997, -0.541920, 1.939254], [-0.583352, 2.453587, 1.444451], [0.434097, 1.925969, 2.793888], [1.128854, 2.945720, 1.510008], [0.238368, 3.144468, -0.776844], [1.059583, 4.989292, -2.153588]],
  "forces_ev_per_angstrom": [[0.021, -0.024, -0.021], [-0.036, -0.013, 0.024], [-0.079, 0.032, -0.047], [-0.072, 0.018, 0.064], [0.047, 0.286, -0.102], [0.185, -0.557, -0.226], [0.001, 0.541, 0.000], [-0.159, -0.190, 0.457], [0.043, -0.358, -0.051], [0.122, -0.121, 0.548], [0.193, 0.276, 0.131], [0.228, -0.026, 0.393], [0.066, -0.130, 0.134], [-0.211, -0.034, -0.362], [-0.251, -0.455, -0.060], [0.087, 0.062, -0.073], [-0.071, -0.060, -0.065], [0.027, -0.140, 0.159], [-0.014, 0.017, -0.004], [-0.004, 0.082, -0.047], [-0.065, 0.046, 0.068], [-0.153, -0.086, -0.185], [-0.076, 0.516, -0.162], [0.112, -0.393, -0.174], [-0.210, 0.366, 0.230], [0.067, -0.149, 0.018], [0.079, 0.072, -0.043], [0.049, 0.082, -0.024], [0.021, 0.056, -0.080], [-0.003, 0.078, -0.034], [0.113, -0.011, -0.039], [0.076, -0.069, 0.054], [0.143, 0.018, -0.275], [-0.106, -0.111, 0.096], [-0.010, 0.018, -0.149], [0.085, -0.068, 0.025], [-0.103, 0.173, -0.086], [-0.051, -0.029, -0.029], [0.017, -0.053, -0.017], [0.048, 0.015, 0.007], [0.015, 0.027, -0.036], [0.046, 0.006, -0.112], [-0.020, 0.098, -0.042], [-0.045, 0.080, 0.040], [-0.064, -0.041, 0.017], [0.058, 0.039, 0.012], [0.058, 0.090, -0.036], [-0.050, -0.057, 0.070], [-0.113, -0.005, 0.059], [-0.044, 0.088, -0.029]],
  "molar_mass_g_mol": 377.51,
  "multiplicity": 1,
  "homo_ev": -7.62,
  "e_above_lowest_ev": 0.058,
  "smiles": "Cc1ccc(-c2cnc(SCC(=O)N3CCCc4ccccc43)n2C)cc1",
  "gap_ev": 8.23
}